DFT (wB97M-V/def2-TZVPD) results for C3H4N2O2 in the gas phase.

```
11
Properties=species:S:1:pos:R:3:forces:R:3
N -1.764879 -0.351327 -0.189172 0.0 0.0 -0.1
C -0.505801 -0.267170 0.284634 -0.5 -0.1 0.2
C 0.052686 0.849612 0.933008 -0.7 -0.5 0.8
O 1.441523 0.343515 1.345520 0.0 -0.2 0.0
C 1.254826 0.118358 0.057941 -0.1 0.1 0.0
O 1.653127 1.015604 -0.856947 -0.5 0.4 0.1
N 0.526571 -1.094166 -0.249833 0.0 -0.1 0.1
H -1.927127 -0.878512 -1.032543 0.0 0.1 0.0
H -2.382521 0.420718 0.016489 0.1 -0.1 0.0
H 1.014604 1.703802 -0.463144 1.3 0.2 -1.2
H 0.777152 -1.878747 0.350529 0.2 0.1 -0.1
```
Forces are in eV/Å.

Calculated values
HOMO-LUMO gap ... 0.3517 Ha
2S+1 ... 1
Relative energy (zero: lowest compared OMol25 entry of this formula, charge and spin) ... 625.7 kJ/mol
Calculated total energy ... -10245.78026 eV
Maximum force ... 1.798 eV/A
LUMO energy ... 0.75 eV